(1)
The following is a DFT calculation (ωB97M-V/def2-TZVPD) of the molecule C6H12O.

Output
- Frontier orbital gap: 10.704 eV
- LUMO energy: 0.9560 eV
- SMILES: CC(C)[C@H]1C[C@H]1O
- HOMO energy: -9.7 eV
- Energy relative to the best compared isomer or geometry (same formula, charge and spin): 114.76 kJ/mol
- Max |F|: 0.50 eV Å⁻¹

Element x y z (Å)
C (1.62478, 1.22545, -0.05180)
C (0.70688, 0.02434, 0.19238)
C (1.38365, -1.27803, -0.24062)
C (-0.63076, 0.24187, -0.49930)
C (-1.70386, -0.82997, -0.51061)
C (-1.89351, 0.40421, 0.30405)
O (-1.84647, 0.21587, 1.68508)
H (1.15860, 2.16849, 0.26292)
H (2.56616, 1.10547, 0.49487)
H (1.87176, 1.31752, -1.11763)
H (0.51172, -0.04917, 1.26824)
H (2.36068, -1.38641, 0.24464)
H (1.54402, -1.29852, -1.32538)
H (0.77470, -2.15017, 0.02589)
H (-0.57479, 0.86021, -1.39556)
H (-2.31642, -0.95708, -1.40281)
H (-1.50670, -1.74607, 0.05154)
H (-2.62575, 1.14520, -0.02348)
H (-1.40468, 0.98679, 2.03759)

Atomic forces in eV per Å
C 0.044 0.028 0.005
C -0.042 -0.046 -0.035
C 0.031 -0.055 -0.022
C 0.057 -0.062 -0.139
C -0.094 -0.083 -0.089
C -0.266 -0.040 -0.354
O -0.063 -0.064 0.029
H 0.072 -0.194 -0.034
H -0.114 0.070 -0.053
H -0.065 -0.036 0.146
H 0.071 -0.020 -0.059
H -0.136 0.003 -0.058
H -0.031 0.029 0.123
H 0.136 0.175 -0.068
H -0.020 -0.139 0.105
H 0.224 0.006 0.214
H -0.064 0.349 -0.148
H 0.139 -0.176 0.022
H 0.121 0.255 0.415


(2)
The following is a DFT calculation (ωB97M-V/def2-TZVPD) of a cluster of 3 separate species, C6H12O in total.

Output
- Frontier orbital gap: 3.522 eV
- LUMO energy: -3.3892 eV
- HOMO energy: -6.9 eV
- Energy relative to the best compared isomer or geometry (same formula, charge and spin): 1031.44 kJ/mol
- Max |F|: 2.19 eV Å⁻¹

Element x y z (Å)
C (2.72929, -0.13285, 0.46826)
O (3.99407, -1.04499, -1.49816)
C (1.86150, 0.93571, 0.44364)
C (-1.20225, 0.07258, -1.16110)
C (-1.77902, -0.15243, 0.09001)
C (-1.29412, -0.70318, 1.24201)
C (-3.21219, 0.39072, 0.18913)
H (2.67143, -0.98593, -0.24463)
H (3.54496, -0.29383, 1.17217)
H (4.35833, -1.17251, -2.38007)
H (0.85056, 0.80586, 0.79791)
H (2.24135, 1.89654, 0.10463)
H (-1.59794, 0.90827, -1.71960)
H (-0.21656, -0.27718, -1.45286)
H (-0.43178, -1.36032, 1.22006)
H (-1.80083, -0.48656, 2.17076)
H (-3.85474, -0.26983, 0.76520)
H (-3.65262, 0.46812, -0.80347)
H (-3.20944, 1.40183, 0.59609)

Atomic forces in eV per Å
C 0.066 -0.995 -0.546
O -0.530 -0.218 0.899
C 0.200 0.060 -0.305
C 1.860 0.235 1.129
C -1.995 0.579 -0.047
C 0.762 -0.595 -0.802
C 0.339 0.401 -0.233
H -0.742 -0.535 0.568
H 0.873 0.955 -0.826
H -0.052 0.392 -0.060
H -0.479 0.014 -1.368
H 0.039 0.405 1.298
H -0.292 -0.311 -0.423
H -0.097 -0.305 -0.016
H 0.191 0.264 0.279
H -0.072 -0.357 0.060
H 0.069 0.098 0.194
H 0.010 -0.062 -0.055
H -0.149 -0.026 0.253


(3)
The following is a DFT calculation (ωB97M-V/def2-TZVPD) of the molecule C6H12O.

Output
- Frontier orbital gap: 10.837 eV
- LUMO energy: 1.1368 eV
- SMILES: C[C@@H]1OCC[C@@H]1C
- HOMO energy: -9.7 eV
- Energy relative to the best compared isomer or geometry (same formula, charge and spin): 34.55 kJ/mol
- Max |F|: 0.30 eV Å⁻¹

Element x y z (Å)
C (-1.12943, -0.80657, -1.60753)
C (-0.30170, -0.87329, -0.34015)
O (-1.15839, -0.75386, 0.78430)
C (-0.28659, -0.60384, 1.88511)
C (0.81049, 0.36361, 1.41091)
C (0.78888, 0.21143, -0.13205)
C (0.48959, 1.53437, -0.83342)
H (-1.68908, 0.13139, -1.67070)
H (-0.48494, -0.88529, -2.49004)
H (-1.84716, -1.63231, -1.62325)
H (0.18988, -1.86161, -0.28795)
H (-0.86489, -0.23596, 2.73634)
H (0.14633, -1.58191, 2.14986)
H (0.55387, 1.39145, 1.69206)
H (1.78556, 0.12767, 1.85213)
H (1.75096, -0.16651, -0.49787)
H (1.25072, 2.28106, -0.58424)
H (0.47832, 1.42799, -1.92390)
H (-0.48241, 1.93216, -0.51958)

Atomic forces in eV per Å
C -0.009 0.022 -0.019
C 0.135 -0.048 -0.216
O -0.089 0.050 -0.013
C 0.135 0.031 0.267
C -0.030 0.015 0.040
C 0.011 -0.022 -0.059
C -0.038 0.064 -0.040
H 0.097 -0.115 0.047
H -0.095 -0.016 0.123
H 0.117 0.108 -0.019
H -0.030 0.108 -0.015
H 0.079 -0.051 -0.118
H -0.047 0.098 -0.010
H 0.070 -0.149 -0.062
H -0.194 0.043 -0.095
H -0.143 0.013 0.057
H -0.081 -0.094 0.004
H -0.007 -0.004 0.160
H 0.119 -0.055 -0.032


(4)
The following is a DFT calculation (ωB97M-V/def2-TZVPD) of a structure of composition C6H12O.

Output
- Frontier orbital gap: 8.910 eV
- LUMO energy: 1.0241 eV
- HOMO energy: -7.9 eV
- Energy relative to the best compared isomer or geometry (same formula, charge and spin): 323.89 kJ/mol
- Max |F|: 2.64 eV Å⁻¹

Element x y z (Å)
C (-1.41483, 0.14375, 0.35816)
C (0.01522, 0.48293, 0.07843)
C (1.15459, -0.16757, 0.81479)
C (2.25436, -0.09935, -0.25822)
O (1.60589, 0.17690, -1.51656)
C (0.35599, 0.57184, -1.20361)
C (-1.70016, -1.11239, -0.52159)
H (-0.84125, 1.92829, 1.55160)
H (-2.10196, 0.97676, 0.14007)
H (-1.56490, -0.14275, 1.41221)
H (-0.21059, 1.96413, 1.01792)
H (0.84138, -1.19570, 1.03577)
H (1.46671, 0.28947, 1.76616)
H (2.81636, -1.02719, -0.37121)
H (2.93920, 0.73464, -0.08581)
H (-0.29145, 0.83965, -2.03235)
H (-1.16124, -1.97099, -0.10047)
H (-2.76640, -1.30376, -0.50188)
H (-1.39691, -1.08866, -1.58343)

Atomic forces in eV per Å
C -0.252 -0.851 -0.743
C -0.097 -1.119 -0.895
C 0.061 -0.170 -0.103
C 0.328 -0.033 0.104
O 0.462 0.167 -0.217
C 0.125 0.454 0.006
C -0.501 -0.124 0.356
H 1.596 0.996 -0.649
H 0.238 -0.313 -0.029
H 0.073 0.269 -0.301
H -1.719 0.627 1.900
H 0.262 -0.042 0.068
H -0.199 0.045 -0.324
H 0.041 0.137 -0.007
H 0.025 -0.114 0.168
H 0.258 -0.061 0.024
H -0.252 0.074 -0.007
H -0.281 -0.448 0.059
H -0.167 0.504 0.590


(5)
The following is a DFT calculation (ωB97M-V/def2-TZVPD) of a structure of composition C6H12O.

Output
- Frontier orbital gap: 8.853 eV
- LUMO energy: 0.9964 eV
- HOMO energy: -7.9 eV
- Energy relative to the best compared isomer or geometry (same formula, charge and spin): 498.33 kJ/mol
- Max |F|: 0.83 eV Å⁻¹

Element x y z (Å)
C (1.08866, 1.31102, 2.01060)
C (-0.16431, 0.96435, 1.21508)
C (0.06229, -0.21060, 0.27304)
C (-0.96927, -0.52120, -0.74972)
C (-0.87245, -1.75362, -1.62697)
C (0.99276, 0.64818, -1.32267)
O (1.86610, 0.30552, -2.02649)
H (0.92129, 2.18214, 2.65067)
H (1.39366, 0.47927, 2.65500)
H (1.91806, 1.53889, 1.33460)
H (-0.99191, 0.76756, 1.91119)
H (-0.47213, 1.82633, 0.60954)
H (0.86417, -0.91858, 0.47869)
H (-1.93759, -0.03852, -0.63495)
H (-0.90108, -1.01389, 0.53739)
H (-1.62131, -1.69563, -2.42063)
H (-1.03963, -2.69873, -1.09585)
H (0.11259, -1.80883, -2.10522)
H (-0.24990, 0.63634, -1.69326)

Atomic forces in eV per Å
C 0.090 0.020 0.020
C -0.036 0.009 -0.049
C -0.047 -0.084 0.163
C -0.074 -0.053 -0.066
C 0.039 0.013 -0.071
C 0.600 -0.094 -0.566
O -0.558 0.159 0.535
H 0.002 -0.106 -0.087
H -0.045 0.085 -0.090
H -0.081 -0.030 0.083
H 0.099 -0.030 -0.136
H 0.043 -0.093 0.031
H -0.106 0.069 -0.033
H 0.141 -0.023 0.023
H -0.007 -0.027 0.033
H 0.094 0.020 0.104
H 0.046 0.186 0.004
H -0.093 0.017 0.069
H -0.106 -0.039 0.032


(6)
The following is a DFT calculation (ωB97M-V/def2-TZVPD) of the molecule C6H12O.

Output
- Frontier orbital gap: 9.230 eV
- LUMO energy: 0.8237 eV
- HOMO energy: -8.4 eV
- Energy relative to the best compared isomer or geometry (same formula, charge and spin): 254.19 kJ/mol
- Max |F|: 0.49 eV Å⁻¹

Element x y z (Å)
C (-2.73817, 0.03888, -0.19237)
C (-1.37659, 0.57931, 0.23720)
C (-0.26008, -0.45738, 0.09572)
C (1.10601, 0.07111, 0.53300)
C (2.24814, -0.96742, 0.46624)
C (1.76132, 1.17457, -0.26864)
O (1.31112, 1.09437, -1.50721)
H (-2.72211, -0.27633, -1.24238)
H (-3.02526, -0.83134, 0.41010)
H (-3.52298, 0.79468, -0.08141)
H (-1.42717, 0.91890, 1.28133)
H (-1.12550, 1.46366, -0.36305)
H (-0.20014, -0.79382, -0.94687)
H (-0.51318, -1.34323, 0.69648)
H (1.05849, 0.41754, 1.57528)
H (2.25103, -1.49226, -0.50041)
H (2.18160, -1.70689, 1.27228)
H (3.18162, -0.41859, 0.56779)
H (1.81183, 1.73423, -2.03308)

Atomic forces in eV per Å
C -0.049 -0.023 -0.013
C 0.036 0.066 0.007
C 0.044 -0.017 -0.075
C 0.138 0.072 0.165
C -0.170 -0.289 -0.017
C -0.486 -0.035 -0.029
O 0.246 0.136 -0.014
H 0.005 0.045 0.145
H 0.051 0.118 -0.081
H 0.111 -0.108 -0.019
H 0.022 -0.059 -0.146
H -0.056 -0.127 0.095
H -0.040 0.019 0.117
H 0.084 0.120 -0.078
H -0.004 0.016 -0.193
H -0.015 0.175 0.247
H -0.073 0.169 -0.162
H 0.297 -0.228 0.033
H -0.143 -0.052 0.019